Record 1
{"formula": "C47H43F7P", "method": "the ωB97M-V functional and the def2-TZVPD basis", "largest_force_ha_per_bohr": 0.1656, "molar_mass_g_mol": 771.82, "charge": -1, "homo_lumo_gap_ev": 5.4, "homo_ev": -3.183, "symbols": ["C", "C", "C", "P", "C", "C", "H", "H", "H", "H", "H", "H", "H", "H", "F", "C", "C", "C", "C", "C", "C", "H", "H", "H", "H", "H", "F", "C", "C", "C", "C", "C", "C", "H", "H", "H", "H", "H", "F", "C", "C", "C", "C", "C", "C", "H", "H", "H", "H", "H", "F", "C", "C", "C", "C", "C", "C", "H", "H", "H", "H", "H", "F", "C", "C", "C", "C", "C", "C", "H", "H", "H", "H", "H", "F", "C", "C", "C", "C", "C", "C", "H", "H", "H", "H", "H", "F", "C", "C", "C", "C", "C", "C", "H", "H", "H", "H", "H"], "positions_angstrom": [[0.598287, -3.929490, 3.132102], [-0.139050, -3.660597, 1.940183], [-1.245315, -3.583080, 0.688283], [-2.906146, -2.835173, 1.271945], [-2.677105, -1.328636, 2.422975], [-4.022962, -4.185198, 2.035477], [0.929593, -4.113890, 4.261168], [-1.499664, -4.713911, 0.438522], [-2.957806, -1.515756, 3.550803], [-1.534763, -0.990992, 2.371245], [-3.337421, -0.423976, 2.011422], [-3.572787, -4.701862, 2.995321], [-4.230587, -5.030242, 1.218510], [-5.080050, -3.673968, 2.238601], [-0.580942, -6.423613, -1.281991], [0.213280, -5.721872, -2.101372], [0.538790, -6.241440, -3.349469], [1.361539, -5.508807, -4.204989], [1.858949, -4.268365, -3.797969], [1.530600, -3.757683, -2.541258], [0.698874, -4.485438, -1.690587], [0.149872, -7.210346, -3.645132], [1.615599, -5.902700, -5.185933], [2.504252, -3.699303, -4.463794], [1.922265, -2.793888, -2.225027], [0.426317, -4.099429, -0.713941], [-0.665277, -1.675905, -3.950940], [-1.168674, -0.627652, -3.285829], [-1.562782, -0.782885, -1.961354], [-2.082199, 0.309585, -1.266880], [-2.211966, 1.543655, -1.908761], [-1.818267, 1.688119, -3.239949], [-1.288573, 0.598407, -3.930593], [-1.462299, -1.751078, -1.481815], [-2.385973, 0.200568, -0.228715], [-2.621297, 2.394343, -1.368067], [-1.924040, 2.648529, -3.738676], [-0.969257, 0.695276, -4.962959], [3.257014, -3.168709, 5.236967], [4.230876, -3.510776, 4.383037], [5.485685, -3.850413, 4.876751], [6.498502, -4.211610, 3.988314], [6.247960, -4.218554, 2.613920], [4.986612, -3.871174, 2.127854], [3.970979, -3.520897, 3.017142], [5.664189, -3.831258, 5.946902], [7.480743, -4.486350, 4.364705], [7.039501, -4.496024, 1.921068], [4.795158, -3.873331, 1.057507], [2.982177, -3.256785, 2.657084], [1.254572, 2.770941, -1.368096], [2.180116, 2.458814, -2.284917], [3.183545, 3.374102, -2.583297], [4.150417, 3.047472, -3.534114], [4.096585, 1.812204, -4.184493], [3.082527, 0.902291, -3.881714], [2.122455, 1.224725, -2.922895], [3.204473, 4.332042, -2.074018], [4.943558, 3.752987, -3.768904], [4.848331, 1.559665, -4.929257], [3.040295, -0.056847, -4.392178], [1.332522, 0.525723, -2.668868], [2.578069, 6.436232, -0.692196], [1.358491, 6.471187, -0.139003], [0.883207, 5.355002, 0.540622], [-0.384512, 5.392767, 1.121175], [-1.167947, 6.543749, 1.006070], [-0.684024, 7.657169, 0.317561], [0.588029, 7.622998, -0.253184], [1.502541, 4.466917, 0.612609], [-0.762148, 4.528137, 1.661320], [-2.158449, 6.571176, 1.455208], [-1.297229, 8.550396, 0.225758], [0.983368, 8.482583, -0.784170], [-0.245428, 3.543565, 6.162506], [0.680116, 3.231438, 5.245685], [1.683545, 4.146726, 4.947304], [2.650417, 3.820096, 3.996488], [2.596585, 2.584828, 3.346108], [1.582527, 1.674915, 3.648888], [0.622455, 1.997349, 4.607707], [1.704473, 5.104666, 5.456584], [3.443558, 4.525611, 3.761698], [3.348331, 2.332289, 2.601345], [1.540295, 0.715777, 3.138424], [-0.167478, 1.298348, 4.861734], [-4.951650, 1.037223, -3.977339], [-5.858833, 0.815920, -3.016787], [-6.997931, 1.611101, -2.955157], [-7.945247, 1.377710, -1.958311], [-7.737287, 0.357669, -1.026620], [-6.588293, -0.431783, -1.093771], [-5.646741, -0.205376, -2.097392], [-7.138422, 2.404146, -3.682339], [-8.842931, 1.988776, -1.906255], [-8.474269, 0.178884, -0.246578], [-6.426623, -1.222428, -0.365041], [-4.752376, -0.815301, -2.169707]], "forces_ev_per_a": [[-4.943, 1.811, -6.691], [2.522, -2.694, 7.540], [1.039, -0.856, 3.191], [0.223, -0.329, -1.740], [0.622, 0.996, 0.941], [-0.817, -0.725, 0.829], [-0.821, 0.653, -3.316], [0.562, 2.145, 0.526], [0.614, 0.364, -2.127], [-2.415, -0.792, 0.166], [1.371, -2.055, 0.927], [-1.095, 0.941, -1.697], [0.684, 1.978, 1.677], [2.190, -1.164, -0.145], [-0.102, -0.201, 0.064], [0.685, 0.694, -0.696], [-0.091, -0.065, 0.038], [0.016, 0.291, 0.354], [-0.032, -0.075, -0.039], [-0.148, -0.520, -0.251], [0.238, -0.071, 0.122], [0.000, 0.077, 0.044], [-0.055, 0.027, 0.166], [-0.111, -0.092, 0.084], [-0.121, -0.150, 0.006], [-0.122, 0.023, -0.090], [0.134, -0.195, -0.207], [-0.535, 0.946, 0.665], [0.064, -0.192, -0.070], [0.118, 0.232, -0.444], [0.051, -0.060, -0.020], [0.031, -0.289, 0.277], [0.014, -0.023, -0.096], [0.023, -0.059, 0.144], [0.055, -0.117, -0.189], [0.070, -0.130, -0.102], [0.039, -0.179, 0.055], [-0.027, -0.039, 0.065], [-0.119, 0.061, 0.214], [0.816, -0.301, -0.816], [-0.047, -0.001, 0.090], [-0.345, 0.100, -0.295], [0.024, -0.010, 0.090], [0.190, -0.022, 0.471], [-0.039, 0.150, -0.051], [-0.055, -0.004, -0.083], [-0.173, 0.063, -0.025], [-0.133, 0.043, 0.123], [-0.041, -0.005, 0.212], [-0.021, -0.070, 0.080], [-0.084, 0.045, 0.112], [0.700, -0.294, -0.736], [-0.029, 0.072, 0.072], [-0.292, -0.399, -0.003], [0.002, 0.083, 0.032], [0.086, 0.402, 0.168], [-0.075, -0.049, 0.069], [-0.036, -0.088, -0.013], [-0.161, -0.090, 0.064], [-0.135, 0.040, 0.134], [-0.036, 0.151, 0.136], [0.021, 0.107, 0.009], [0.348, 0.008, -0.159], [-1.204, -0.013, 0.563], [0.125, -0.003, 0.010], [0.061, 0.409, -0.196], [0.063, -0.027, -0.018], [0.156, -0.384, 0.101], [0.091, 0.008, -0.058], [-0.071, 0.097, -0.019], [0.125, 0.118, -0.121], [0.187, -0.008, -0.090], [0.145, -0.140, 0.006], [-0.006, -0.102, 0.021], [-0.205, 0.094, 0.217], [0.821, -0.304, -0.832], [-0.043, 0.048, 0.066], [-0.291, -0.379, -0.003], [-0.007, 0.098, 0.042], [0.083, 0.321, 0.101], [-0.076, 0.039, 0.059], [-0.035, -0.102, -0.021], [-0.166, -0.088, 0.055], [-0.149, 0.028, 0.136], [-0.032, 0.146, 0.134], [0.057, 0.075, -0.028], [0.065, 0.048, -0.164], [-0.671, -0.218, 0.791], [0.022, 0.042, -0.063], [0.329, -0.320, 0.100], [-0.008, 0.085, -0.086], [-0.145, 0.287, -0.223], [0.084, -0.026, -0.070], [0.047, -0.086, 0.039], [0.169, -0.072, -0.035], [0.138, 0.030, -0.136], [0.073, 0.122, -0.171], [-0.028, 0.081, 0.038]], "lowdin_charge": [-0.0697, -0.2268, -0.4940, 0.6950, -0.3861, -0.4081, 0.0210, 0.0115, 0.0347, 0.0389, 0.0228, 0.0335, 0.0408, 0.0258, 0.0560, -0.2792, -0.0320, -0.1047, -0.1157, -0.0831, -0.0117, 0.1068, 0.0938, 0.0906, 0.1019, 0.0468, 0.0586, -0.3019, -0.0072, -0.0763, -0.1046, -0.1010, -0.0402, 0.0850, 0.0862, 0.0999, 0.1027, 0.1124, 0.0498, -0.2884, -0.0306, -0.1018, -0.1106, -0.0758, -0.0150, 0.1089, 0.0963, 0.0941, 0.1060, 0.0717, 0.0633, -0.2755, -0.0158, -0.0901, -0.1056, -0.0763, -0.0030, 0.1002, 0.1003, 0.0960, 0.1039, 0.1068, 0.0535, -0.2882, -0.0149, -0.0689, -0.0985, -0.0924, -0.0257, 0.1066, 0.1097, 0.0995, 0.1006, 0.1112, 0.0573, -0.2952, -0.0280, -0.0936, -0.1013, -0.0710, -0.0122, 0.1110, 0.1016, 0.1013, 0.1109, 0.1177, 0.0615, -0.2877, -0.0291, -0.0986, -0.1061, -0.0733, -0.0065, 0.1095, 0.0974, 0.0959, 0.1030, 0.1128]}



Record 2
{"formula": "C39H53N3O6ReSSi3", "method": "the ωB97M-V functional and the def2-TZVPD basis", "de_lowest_kj_mol": 126.8, "largest_force_ha_per_bohr": 0.0203, "molar_mass_g_mol": 962.40, "spin_multiplicity": 2, "homo_lumo_gap_ev": [6.9, 7.0], "homo_ev": [-7.804, -7.491], "symbols": ["Re", "O", "S", "O", "O", "O", "C", "Si", "C", "C", "C", "C", "C", "C", "C", "C", "N", "Si", "C", "C", "C", "H", "H", "H", "H", "H", "H", "H", "H", "H", "H", "H", "H", "H", "H", "H", "H", "H", "H", "H", "H", "H", "H", "C", "C", "C", "C", "Si", "O", "C", "C", "C", "C", "C", "C", "C", "C", "C", "C", "C", "C", "H", "H", "H", "H", "H", "H", "H", "H", "H", "H", "H", "H", "H", "H", "H", "H", "H", "H", "H", "C", "N", "N", "C", "O", "C", "C", "C", "C", "C", "C", "C", "C", "C", "H", "H", "H", "H", "H", "H", "H", "H", "H", "H", "H", "H"], "positions_angstrom": [[0.179974, 0.113864, -0.125558], [-2.069560, -1.397336, 2.413992], [-1.237824, -1.754912, 1.306605], [-1.248770, -3.112155, 0.870300], [-1.551477, -0.797814, 0.077082], [0.200086, -1.226789, 1.463313], [-3.853870, 0.949225, -1.293400], [-2.417868, 1.530722, -2.330970], [-1.991223, 3.318174, -1.998147], [-3.025109, 1.501689, -4.109547], [-0.852499, 0.480970, -2.156316], [0.374936, 1.139684, -2.580471], [0.671413, 2.021739, -3.621711], [1.983809, 2.400189, -3.805398], [2.984040, 1.927134, -2.951027], [2.620189, 1.145610, -1.885638], [1.339543, 0.798477, -1.715339], [-0.923836, -1.256556, -2.918875], [-2.433440, -2.232806, -2.490270], [0.603781, -2.231070, -2.475454], [-0.885363, -1.038229, -4.777914], [-4.435623, 1.811622, -0.948764], [-3.531642, 0.388690, -0.414259], [-4.515715, 0.306775, -1.882315], [-2.812109, 3.822257, -1.473545], [-1.823768, 3.853268, -2.939331], [-1.099406, 3.418536, -1.382255], [-3.735638, 2.326787, -4.249405], [-3.549461, 0.570505, -4.349882], [-2.220375, 1.627009, -4.840850], [-0.118573, 2.369942, -4.274112], [2.245891, 3.060799, -4.623135], [4.023288, 2.188659, -3.101899], [3.318704, 0.770406, -1.154956], [-2.398306, -2.607185, -1.467063], [-2.491595, -3.091927, -3.166843], [-3.348893, -1.641891, -2.608137], [0.688634, -2.418531, -1.396167], [1.518932, -1.735560, -2.811928], [0.545774, -3.210897, -2.963331], [-1.864316, -0.759976, -5.177282], [-0.585921, -1.978695, -5.261045], [-0.164113, -0.267005, -5.075930], [4.527878, 1.196092, 3.768461], [3.588037, 0.479853, 2.783728], [2.818863, -0.625064, 3.534005], [4.420201, -0.181061, 1.671915], [2.338538, 1.700811, 2.069098], [1.697464, 0.960741, 0.729928], [3.214790, 3.295768, 1.538513], [4.262931, 3.221124, 0.608264], [4.993647, 4.338946, 0.226155], [4.694625, 5.583027, 0.768277], [3.658060, 5.693102, 1.682894], [2.929570, 4.566042, 2.056146], [1.119793, 2.074614, 3.448680], [1.432412, 2.937275, 4.510719], [0.542280, 3.152965, 5.555554], [-0.685493, 2.501998, 5.574055], [-1.007654, 1.619409, 4.552297], [-0.113720, 1.409427, 3.505415], [5.250098, 0.477838, 4.179639], [3.978270, 1.624252, 4.614789], [5.093193, 2.001998, 3.289603], [3.522728, -1.380124, 3.907580], [2.095981, -1.134718, 2.885431], [2.270700, -0.226100, 4.392290], [5.085798, -0.936238, 2.108129], [5.055935, 0.539116, 1.145726], [3.783171, -0.686167, 0.936742], [4.532109, 2.265213, 0.183495], [5.804905, 4.239054, -0.486193], [5.265928, 6.457310, 0.478453], [3.406448, 6.660573, 2.102623], [2.111132, 4.694353, 2.752615], [2.395721, 3.433139, 4.546311], [0.814533, 3.820872, 6.363373], [-1.375730, 2.669802, 6.392815], [-1.947729, 1.077921, 4.561321], [-0.385843, 0.696010, 2.729723], [-3.265209, 4.658191, 3.796898], [-3.268760, 3.732635, 2.658178], [-2.115975, 3.708924, 1.877224], [-1.851997, 2.400225, 1.495082], [-0.911898, 2.096312, 0.742228], [-2.874528, 1.600145, 2.102111], [-3.655628, 2.429651, 2.826331], [-4.806298, 2.108453, 3.715764], [-1.735177, 4.888760, 1.178612], [-0.432820, 5.042412, 0.724733], [-0.096530, 6.169434, -0.012840], [-1.037708, 7.156574, -0.276800], [-2.332426, 7.004293, 0.199897], [-2.686496, 5.869903, 0.918681], [-2.609116, 5.491033, 3.571236], [-2.905275, 4.171135, 4.703779], [-4.269863, 5.042771, 3.957666], [-2.931763, 0.524885, 2.045087], [-5.064406, 1.057233, 3.611931], [-5.673833, 2.715910, 3.453220], [-4.567287, 2.300159, 4.766490], [0.302216, 4.278096, 0.927812], [0.919526, 6.270849, -0.376679], [-0.766205, 8.034262, -0.852054], [-3.081646, 7.762758, 0.001956], [-3.709279, 5.733524, 1.245366]], "forces_ev_per_a": [[-0.201, 0.733, -0.176], [0.019, 0.051, 0.020], [0.272, -0.094, -0.151], [-0.102, -0.009, -0.025], [-0.273, -0.428, 0.256], [-0.108, -0.418, 0.196], [-0.096, -0.094, 0.307], [0.215, -0.091, -0.199], [-0.001, 0.287, 0.061], [-0.136, -0.048, -0.221], [-0.039, 0.032, 1.045], [-0.055, 0.039, -0.327], [-0.015, -0.098, -0.144], [0.085, 0.071, -0.042], [0.080, 0.123, -0.180], [-0.106, -0.101, 0.089], [0.257, 0.323, 0.055], [0.126, 0.357, -0.280], [-0.357, -0.078, 0.155], [0.192, -0.105, 0.253], [0.072, -0.101, -0.352], [0.016, -0.081, -0.068], [-0.056, 0.048, -0.073], [0.039, 0.053, 0.078], [0.095, -0.012, -0.073], [-0.009, -0.014, 0.101], [0.015, 0.044, 0.018], [0.060, -0.108, 0.011], [0.057, 0.094, -0.002], [-0.096, 0.022, 0.050], [0.053, -0.018, 0.008], [-0.010, -0.015, 0.019], [-0.066, -0.009, 0.000], [0.035, 0.059, 0.110], [-0.031, -0.006, -0.043], [-0.031, 0.062, 0.018], [0.092, -0.112, -0.007], [0.041, -0.086, -0.095], [-0.048, -0.059, 0.017], [0.025, 0.074, 0.061], [0.114, -0.021, 0.015], [-0.047, 0.157, 0.062], [-0.090, -0.128, -0.009], [0.006, -0.079, 0.017], [0.204, -0.146, 0.093], [-0.029, -0.056, -0.084], [0.006, 0.000, -0.002], [0.035, -0.229, -0.151], [-0.367, 0.287, 0.307], [0.043, 0.122, -0.131], [-0.013, 0.114, 0.096], [-0.047, -0.022, 0.057], [-0.017, -0.064, -0.003], [-0.074, -0.075, -0.043], [-0.039, -0.034, -0.130], [-0.427, 0.005, 0.004], [-0.057, -0.114, -0.010], [0.015, -0.009, -0.050], [0.055, -0.045, -0.069], [0.217, -0.058, 0.072], [0.140, -0.089, 0.165], [-0.072, 0.068, -0.027], [0.042, -0.057, -0.097], [-0.033, -0.062, 0.013], [-0.023, 0.078, -0.029], [0.137, 0.093, 0.106], [0.051, -0.015, -0.060], [-0.044, 0.041, -0.022], [-0.051, -0.087, 0.071], [0.057, 0.061, 0.099], [-0.010, -0.053, -0.084], [-0.043, -0.010, 0.016], [-0.025, -0.033, 0.014], [0.000, -0.047, 0.004], [-0.009, -0.017, 0.025], [-0.025, 0.032, -0.047], [-0.003, 0.012, -0.004], [0.012, -0.024, 0.015], [0.136, 0.016, 0.069], [0.160, 0.164, 0.290], [-0.003, -0.112, 0.013], [0.018, 0.304, 0.067], [0.278, -0.080, 0.030], [-0.299, -0.003, -0.234], [0.315, 0.176, -0.585], [0.072, -0.064, -0.189], [-0.345, -0.024, -0.097], [0.080, 0.007, 0.045], [-0.159, -0.099, -0.024], [0.102, 0.005, 0.028], [0.033, -0.017, 0.032], [0.013, -0.055, 0.019], [0.006, -0.040, 0.036], [-0.072, 0.094, -0.116], [0.009, 0.059, -0.069], [0.047, -0.007, -0.006], [-0.041, -0.021, -0.011], [-0.046, 0.089, -0.029], [0.003, 0.008, 0.004], [0.004, -0.025, 0.019], [0.021, -0.001, -0.067], [0.022, -0.031, 0.002], [-0.033, 0.000, 0.027], [-0.010, -0.061, 0.049], [0.051, -0.056, 0.005], [0.035, -0.009, 0.021]], "mulliken_spin": [1.0211, -0.0010, 0.0103, 0.0007, 0.0155, 0.0017, -0.0023, 0.0019, -0.0021, -0.0019, -0.0424, 0.0387, -0.0009, 0.0050, 0.0011, 0.0186, -0.0117, 0.0011, 0.0011, 0.0333, -0.0005, -0.0003, -0.0010, -0.0002, 0.0000, -0.0001, -0.0009, -0.0001, -0.0001, 0.0001, -0.0004, 0.0002, 0.0002, -0.0031, -0.0004, -0.0001, 0.0000, -0.0142, 0.0002, 0.0044, 0.0000, 0.0001, 0.0005, -0.0001, -0.0007, -0.0019, 0.0033, 0.0001, -0.1248, 0.0017, 0.0004, 0.0001, -0.0001, -0.0001, -0.0009, 0.0051, 0.0006, 0.0005, -0.0003, -0.0001, 0.0162, -0.0003, 0.0000, 0.0002, 0.0000, 0.0018, -0.0001, 0.0000, 0.0008, 0.0033, 0.0010, 0.0000, 0.0000, 0.0000, 0.0002, 0.0000, 0.0001, 0.0000, 0.0000, -0.0031, 0.0001, -0.0004, -0.0011, 0.0223, 0.0211, -0.0147, -0.0035, -0.0001, 0.0037, -0.0009, 0.0008, -0.0003, 0.0003, 0.0002, 0.0000, -0.0001, 0.0001, -0.0026, 0.0000, 0.0000, 0.0000, 0.0006, 0.0000, 0.0000, 0.0000, -0.0002]}



Q: What is the formula in the second record?
A: C39H53N3O6ReSSi3